16
Properties=species:S:1:pos:R:3:forces:R:3 method="wB97M-V/def2-TZVPD" homo_ev=-13.64 e_above_lowest_kj_mol=193.5 total_charge=+1 energy_ev=-13669.07400 multiplicity=1
C -2.05440 0.18943 -0.26734 0.4 0.9 0.3
C -3.38129 -0.15980 -0.67115 1.3 0.5 -3.6
C 2.77807 -2.43208 -0.47411 0.5 0.8 2.5
C 0.65437 2.57948 1.13009 0.7 0.9 -2.6
N -1.03058 0.63644 0.00948 -0.3 -0.6 -0.1
Si 0.82279 0.77945 0.34590 0.2 1.8 0.7
H -3.83565 0.75184 -1.10095 0.2 -0.3 0.0
H -3.28195 -0.92525 -1.49458 -0.4 0.6 0.9
H -3.97906 -0.45201 0.09833 -1.5 -1.2 2.3
H 2.80940 -3.41129 -0.86274 -0.7 -1.0 -1.0
H 3.85794 -2.21713 -0.37817 -0.5 0.5 0.0
H 2.37417 -2.53536 0.60407 0.5 0.4 -1.7
H 1.65711 3.15960 1.15839 -1.5 -0.8 -0.8
H -0.23532 3.23776 0.78535 1.7 -1.1 0.5
H 0.59448 2.44673 2.15957 -0.7 -0.6 2.3
H 2.24991 -1.64781 -1.04216 0.3 -0.7 0.1